# 1
Molecular formula: C18H36NO4S
Method: DFT, the ωB97M-V functional and the def2-TZVPD basis

Summary:
Spin multiplicity ... 2
LUMO level (spin up / spin down) ... 0.675 / 0.374 eV
Total charge ... 0
Expectation value of S² ... 0.754
Kohn-Sham gap (spin up / spin down) ... 0.3314 / 0.3652 Ha

Geometry (Å):
C1 -4.2571 0.2812 1.9009
C2 -5.4048 -0.2100 1.0099
C3 -5.1203 -0.3402 -0.4993
C4 -3.7812 -0.9897 -0.8951
C5 -2.7919 -0.0721 -1.6324
C6 -2.5998 1.3125 -0.9892
C7 -1.1783 1.6263 -0.5226
C8 -1.1754 2.8796 0.3645
C9 -2.2641 3.8603 -0.0662
O1 -2.4098 3.8902 -1.4973
S1 -3.0181 2.5801 -2.1790
O2 -2.2582 2.3882 -3.3734
O3 -4.4415 2.7118 -2.2620
H1 -4.2292 1.3724 1.9580
H2 -3.2764 -0.0578 1.5623
H3 -4.3767 -0.0816 2.9222
H4 -5.7862 -1.1579 1.3953
H5 -6.2286 0.4998 1.1201
H6 -5.2291 0.6345 -0.9805
H7 -5.9225 -0.9514 -0.9175
H8 -3.9914 -1.8189 -1.5732
H9 -3.2886 -1.4403 -0.0298
H10 -1.8107 -0.5530 -1.6483
H11 -3.0908 0.0276 -2.6763
H12 -3.2712 1.4582 -0.1461
H13 -0.5577 1.7972 -1.4052
H14 -0.7573 0.7731 0.0123
H15 -0.1903 3.3442 0.3428
H16 -1.3757 2.6091 1.4046
H17 -2.0369 4.8790 0.2374
H18 -3.2297 3.6056 0.3786
C10 3.1308 -3.1777 -0.4563
C11 2.5764 -1.7505 -0.5566
C12 3.4328 -0.8865 -1.4884
C13 4.7940 -0.5286 -0.8970
C14 4.6478 0.1270 0.4745
C15 3.8035 -0.6897 1.4609
N1 2.5184 -1.0727 0.7845
O4 1.6246 -0.1579 0.8456
C16 4.5712 -1.9168 1.9613
C17 3.4585 0.1577 2.6810
C18 1.1536 -1.8532 -1.0969
H19 2.7897 -3.7477 -1.3208
H20 4.2162 -3.2246 -0.4581
H21 2.7633 -3.6776 0.4400
H22 2.8848 0.0353 -1.7065
H23 3.5527 -1.4182 -2.4359
H24 5.4316 -1.4144 -0.8313
H25 5.3059 0.1614 -1.5700
H26 5.6304 0.2926 0.9237
H27 4.1837 1.1103 0.3521
H28 3.9144 -2.5741 2.5324
H29 5.3711 -1.5816 2.6219
H30 5.0350 -2.4970 1.1703
H31 2.9944 1.0991 2.4013
H32 4.3783 0.3716 3.2277
H33 2.7771 -0.3761 3.3440
H34 0.5252 -2.4400 -0.4247
H35 1.1849 -2.3527 -2.0664
H36 0.6994 -0.8749 -1.2278

# 2
Molecular formula: C18H36O18
Method: DFT, the ωB97M-V functional and the def2-TZVPD basis

Summary:
Spin multiplicity ... 2
LUMO level (spin up / spin down) ... -3.318 / -9.346 eV
Total charge ... +1
Expectation value of S² ... 0.754
Kohn-Sham gap (spin up / spin down) ... 0.3440 / 0.1225 Ha
Energy above the lowest of the compared OMol25 structures with the same formula, charge and spin ... 0.0 kJ/mol

Geometry (Å):
C1 4.8273 1.7521 3.5704
O1 3.5034 2.0290 3.2534
C2 2.5269 1.2931 3.6349
O2 2.6767 0.2241 4.2792
O3 1.3747 1.8766 3.2756
C3 0.1065 1.3163 3.6906
H1 5.0226 0.6850 3.4642
H2 4.9851 2.0182 4.6156
H3 5.6173 2.3102 3.0681
H4 -0.4170 0.9490 2.8079
H5 -0.5015 1.9888 4.2957
H6 0.2683 0.4277 4.3008
C4 -2.0109 -5.0174 3.3694
O4 -1.7645 -5.6191 4.6614
C5 -0.5998 -6.4061 4.7440
O5 0.0639 -6.8208 3.8114
O6 -0.4617 -6.8742 5.9560
C6 0.6306 -7.7214 6.3110
H7 -2.1756 -5.7317 2.5627
H8 -1.1965 -4.3260 3.1531
H9 -2.9133 -4.4062 3.3541
H10 0.8074 -8.4368 5.5079
H11 0.4488 -8.3504 7.1824
H12 1.5246 -7.1000 6.3643
C7 -3.2975 2.5659 -2.8356
O7 -4.3514 2.2473 -3.7158
C8 -4.3146 2.6355 -4.9709
O8 -3.3481 3.1729 -5.4872
O9 -5.4786 2.3331 -5.5330
C9 -5.7902 2.7329 -6.8502
H13 -2.3485 2.1772 -3.2049
H14 -3.2650 2.0909 -1.8551
H15 -3.1138 3.6394 -2.7897
H16 -5.2510 3.6429 -7.1133
H17 -6.8540 2.9547 -6.9358
H18 -5.6732 1.8877 -7.5283
C10 0.3814 1.1865 -2.1671
O10 0.3153 0.6365 -0.8657
C11 -0.4898 -0.3709 -0.6687
O11 -1.1701 -1.0119 -1.5636
O12 -0.3827 -0.6920 0.5214
C12 -0.9139 -1.9024 1.1208
H19 0.9555 0.5561 -2.8461
H20 0.9571 2.1119 -2.1824
H21 -0.6495 1.4527 -2.4009
H22 -1.0556 -1.7370 2.1888
H23 -0.1400 -2.6520 0.9553
H24 -1.8798 -2.2583 0.7621
C13 3.3342 -1.1624 -0.6210
O13 2.6155 -2.3487 -0.8154
C14 1.9180 -2.5392 -1.9010
O14 1.6360 -1.6634 -2.6882
O15 1.5079 -3.7412 -1.9260
C15 0.7564 -4.1933 -3.0627
H25 3.6075 -1.3108 0.4237
H26 2.7211 -0.2615 -0.6473
H27 4.1737 -0.9976 -1.2965
H28 1.2505 -4.0828 -4.0280
H29 -0.1032 -3.5268 -2.9921
H30 0.4141 -5.2279 -3.0395
C16 -0.5380 7.1398 -1.4162
O16 0.6547 6.5861 -0.9332
C17 1.0007 5.3477 -1.2513
O17 0.4629 4.6407 -2.0696
O18 2.0059 4.8866 -0.3945
C18 2.4530 3.6019 -0.4636
H31 -0.6204 8.1449 -1.0026
H32 -1.4281 6.6164 -1.0673
H33 -0.6755 7.0939 -2.4966
H34 1.6318 2.8855 -0.4407
H35 3.1135 3.1892 0.2990
H36 2.9222 3.4632 -1.4377

# 3
Molecular formula: C18H37AlO2P3
Method: DFT, the ωB97M-V functional and the def2-TZVPD basis

Summary:
LUMO level (spin up / spin down) ... -9.411 / -9.006 eV
Total charge ... +3
Kohn-Sham gap (spin up / spin down) ... 0.2718 / 0.2134 Ha
Energy above the lowest of the compared OMol25 structures with the same formula, charge and spin ... 183.5 kJ/mol

Geometry (Å):
Al1 -0.9363 -0.5157 -0.9515
P1 -0.0026 -2.6147 -0.5765
P2 2.7627 0.4203 3.0110
P3 -2.8530 0.1345 0.0606
H1 1.8316 2.8833 1.0404
C1 1.0437 3.2249 1.7115
C2 0.6300 2.3733 2.8253
H2 1.2260 2.7567 3.6660
C3 1.3280 -2.9440 -1.7851
C4 0.7756 -2.8879 1.0431
C5 -1.2605 -3.9169 -0.8311
C6 3.6447 1.7804 3.8063
C7 2.7332 -1.0764 4.0183
C8 3.3001 0.0319 1.3318
C9 -2.9459 1.8008 0.7685
C10 -3.0495 -0.9629 1.5070
C11 -4.2875 -0.0989 -1.0409
H3 0.2872 3.8886 1.2897
H4 -0.4382 2.4747 3.0710
H5 1.3221 -4.0062 -2.0567
H6 2.3035 -2.7041 -1.3458
H7 1.1693 -2.3471 -2.6938
H8 0.5192 -3.8683 1.4523
H9 0.4569 -2.1141 1.7520
H10 1.8662 -2.8480 0.9258
H11 -0.8277 -4.7860 -1.3423
H12 -2.0643 -3.5121 -1.4645
H13 -1.6804 -4.2381 0.1318
H14 4.6510 1.4405 4.1065
H15 3.1118 2.1098 4.7152
H16 3.7558 2.6471 3.1317
H17 3.6993 -1.2112 4.5223
H18 2.5353 -1.9517 3.3823
H19 1.9398 -1.0046 4.7754
H20 4.3669 -0.2298 1.3523
H21 3.1597 0.9001 0.6680
H22 2.7307 -0.8192 0.9279
H23 -3.9924 2.1386 0.8487
H24 -2.4017 2.5043 0.1261
H25 -2.4842 1.8146 1.7674
H26 -4.0016 -0.7448 2.0151
H27 -2.2119 -0.7928 2.1992
H28 -3.0388 -2.0162 1.1923
H29 -5.1755 0.4037 -0.6341
H30 -4.4974 -1.1687 -1.1809
H31 -4.0545 0.3352 -2.0249
C12 -0.1089 1.1812 -3.3868
C13 0.5015 0.6130 -4.5070
C14 -0.0164 0.9944 -5.7573
C15 -1.0559 1.9352 -5.8199
C16 -1.5335 2.5698 -4.6785
C17 -1.0347 2.2054 -3.4232
O1 -0.0263 0.4771 -2.1190
H32 0.7354 -0.1541 -2.0539
H33 1.3540 -0.0732 -4.4034
H34 0.3470 0.5246 -6.6783
H35 -1.5131 2.1769 -6.7832
H36 -2.3375 3.3108 -4.7234
H37 -1.3534 2.6761 -2.4894
O2 0.1184 -0.0017 2.7973
C18 0.9771 0.8814 2.8113

# 4
Molecular formula: C18H37Cl6N3O6
Method: DFT, the ωB97M-V functional and the def2-TZVPD basis

Summary:
LUMO level ... 0.352 eV
Total charge ... 0
Structure (SMILES) ... O=C1OCCO1.CNC(C)=O.CNC(C)=O.CNC(C)=O.ClCCCl.ClCCCl.ClCCCl
Kohn-Sham gap ... 0.3322 Ha
Energy above the lowest of the compared OMol25 structures with the same formula, charge and spin ... 52.1 kJ/mol

Geometry (Å):
O1 -3.9965 -1.7334 -1.5755
C1 -3.2274 -2.1927 -0.6968
O2 -3.2864 -1.8225 0.5566
C2 -2.7919 -2.9076 1.3403
C3 -1.8073 -3.5879 0.4735
O3 -2.3829 -3.2260 -0.8427
H1 -2.4355 -2.5901 2.3203
H2 -3.6264 -3.5664 1.5803
H3 -1.8214 -4.6605 0.6674
H4 -0.8022 -3.1737 0.5526
C4 2.3940 -3.7653 0.6638
N1 3.3797 -3.8588 -0.4174
C5 3.2696 -3.3172 -1.6442
C6 4.4633 -3.3287 -2.5129
O4 2.2996 -2.6219 -1.8998
H5 1.4417 -3.3103 0.3914
H6 2.7830 -3.1027 1.4370
H7 2.1661 -4.7700 1.0197
H8 4.2472 -4.3567 -0.2775
H9 5.4082 -3.7001 -2.1163
H10 4.6540 -2.3539 -2.9619
H11 4.2178 -3.9872 -3.3461
C7 -0.3886 -0.8598 -3.0509
N2 0.8194 -0.9811 -3.8679
C8 0.8460 -0.7993 -5.1769
C9 2.1738 -0.9274 -5.9402
O5 -0.2024 -0.5660 -5.7481
H12 -0.6187 0.1951 -2.9009
H13 -0.2743 -1.3851 -2.1027
H14 -1.2760 -1.2657 -3.5365
H15 1.6326 -1.3330 -3.3831
H16 2.2016 -0.0209 -6.5449
H17 2.3438 -1.7687 -6.6122
H18 3.0108 -0.8621 -5.2451
C10 1.2930 4.0204 1.3482
N3 1.4696 4.2689 2.8134
C11 1.9467 3.4132 3.7052
C12 2.0198 3.8185 5.1634
O6 2.1813 2.2692 3.4569
H19 1.8639 3.1810 0.9512
H20 1.6837 4.9625 0.9638
H21 0.2368 3.9948 1.0803
H22 1.3084 5.2005 3.1687
H23 1.5715 4.7829 5.4024
H24 3.0430 3.9654 5.5092
H25 1.5606 3.0245 5.7523
Cl1 -4.1293 2.3760 2.5435
C13 -3.0475 2.4922 3.9365
C14 -2.4372 1.0449 4.1119
Cl2 -1.7253 0.9168 5.7611
H26 -3.6042 2.8681 4.7949
H27 -2.1928 3.1646 3.8619
H28 -1.6540 0.8690 3.3745
H29 -3.1473 0.2199 4.0544
Cl3 -3.8241 3.1403 -3.8256
C15 -4.5067 3.1134 -2.1535
C16 -3.8593 1.9936 -1.2448
Cl4 -2.1144 2.3628 -0.6990
H30 -5.5955 3.1533 -2.1842
H31 -4.3396 4.0931 -1.7057
H32 -3.7694 1.0709 -1.8180
H33 -4.4383 1.7930 -0.3433
Cl5 -0.0571 -0.8998 2.0275
C17 0.3965 0.2120 0.6993
C18 1.8880 0.0548 0.3350
Cl6 2.3003 1.1095 -1.0018
H34 0.1698 1.2654 0.8637
H35 -0.1757 -0.1565 -0.1522
H36 2.1708 -0.8511 -0.2012
H37 2.6999 0.2000 1.0476

# 5
Molecular formula: C18H37CrO16
Method: DFT, the ωB97M-V functional and the def2-TZVPD basis

Summary:
Spin multiplicity ... 5
LUMO level (spin up / spin down) ... -1.771 / -1.770 eV
Total charge ... +1
Expectation value of S² ... 6.007
Kohn-Sham gap (spin up / spin down) ... 0.2956 / 0.3024 Ha
Energy above the lowest of the compared OMol25 structures with the same formula, charge and spin ... 335.0 kJ/mol

Geometry (Å):
Cr1 -0.1347 0.2381 0.1755
C1 3.9681 1.8550 -1.1034
C2 3.1915 0.5345 -0.8167
C3 3.8291 -0.2403 0.3092
O1 1.8076 0.7365 -0.6314
H1 3.6430 2.3608 -2.0125
H2 4.9751 1.5877 -1.4235
H3 3.9407 2.5357 -0.2524
H4 3.2098 -0.0218 -1.7539
H5 3.5403 -1.2899 0.3647
H6 3.7648 0.1557 1.3226
H7 4.9001 -0.3392 0.1322
C4 -0.0267 -1.6938 4.1793
O2 0.9264 -0.6150 4.1475
C5 1.0378 0.3633 3.1819
O3 0.4501 0.5704 2.1343
O4 2.0212 1.1383 3.5990
C6 2.5250 2.2403 2.8662
H8 0.2421 -2.3640 4.9958
H9 0.0119 -2.3205 3.2884
H10 -1.0691 -1.3934 4.2850
H11 2.5927 3.1090 3.5212
H12 1.9166 2.5459 2.0150
H13 3.5643 2.1241 2.5589
C7 0.7748 4.2199 -0.7294
O5 -0.5936 4.3607 -0.5210
C8 -1.3259 3.2930 -0.1023
O6 -0.9315 2.1636 0.1786
O7 -2.6472 3.6791 0.1217
C9 -3.0885 5.0245 0.0291
H14 1.3976 4.1358 0.1612
H15 0.9688 5.2389 -1.0644
H16 1.0584 3.4794 -1.4772
H17 -3.3929 5.3877 -0.9526
H18 -2.3729 5.7281 0.4544
H19 -3.9866 5.2134 0.6172
C10 -2.8100 -1.7250 -4.5240
O8 -2.3419 -1.2481 -3.2616
C11 -1.2018 -0.5602 -3.0101
O9 -0.8192 -0.3687 -1.8862
O10 -0.5286 -0.3155 -4.1905
C12 0.8072 0.2336 -4.1014
H20 -3.5263 -2.5110 -4.2845
H21 -2.1234 -2.2167 -5.2131
H22 -3.2995 -0.9980 -5.1720
H23 1.1813 0.4876 -5.0932
H24 1.4882 -0.4426 -3.5846
H25 0.7990 1.1002 -3.4403
C13 2.3045 -4.4151 1.8732
O11 1.6460 -3.1859 1.6639
C14 0.8194 -2.9048 0.5789
O12 0.1291 -1.8851 0.4124
O13 0.8737 -3.9394 -0.2663
C15 0.1709 -3.9798 -1.5036
H26 2.7039 -4.8836 0.9738
H27 1.4042 -4.9889 2.0933
H28 3.1228 -4.4088 2.5932
H29 0.0088 -5.0189 -1.7902
H30 0.7322 -3.5347 -2.3252
H31 -0.7936 -3.4720 -1.5056
C16 -3.0817 -2.8776 0.2460
O14 -3.8060 -1.8236 0.7542
C17 -3.3109 -0.6326 1.0399
O15 -2.1379 -0.2682 0.7440
O16 -4.2681 0.0518 1.7085
C18 -4.0089 1.3840 2.0900
H32 -2.5027 -2.7914 -0.6734
H33 -3.8739 -3.5480 -0.0876
H34 -2.4893 -3.3769 1.0127
H35 -3.0216 1.5333 2.5271
H36 -4.8181 1.8541 2.6489
H37 -4.1163 1.9348 1.1555

# 6
Molecular formula: C18H37O19Zn
Method: DFT, the ωB97M-V functional and the def2-TZVPD basis

Summary:
LUMO level ... -2.630 eV
Total charge ... +1
Kohn-Sham gap ... 0.3371 Ha

Geometry (Å):
Zn1 1.1441 -0.7243 -1.0121
O1 -0.4863 -0.1614 -0.2062
H1 -1.0796 0.4322 0.2184
C1 1.4094 2.6634 1.0020
O2 1.9590 3.1946 -0.2102
C2 2.1089 2.3746 -1.2106
O3 1.8793 1.1927 -1.2119
O4 2.4819 3.0902 -2.2483
C3 2.7588 2.4319 -3.4635
H2 0.4791 2.1345 0.7899
H3 1.1319 3.4578 1.6863
H4 2.1421 1.9843 1.4386
H5 3.5149 1.6489 -3.3218
H6 3.1910 3.1506 -4.1517
H7 1.9193 1.9133 -3.9282
C4 0.5204 -0.5635 3.0370
O5 1.9281 -0.8064 3.0507
C5 2.5711 -1.0361 1.9413
O6 2.0802 -1.0187 0.8309
O7 3.8428 -1.2293 2.2176
C6 4.6905 -1.6606 1.1585
H8 0.2819 -0.0324 3.9559
H9 -0.0205 -1.5070 3.0908
H10 0.2158 0.0262 2.1760
H11 4.7232 -0.8601 0.4123
H12 4.3935 -2.5837 0.6629
H13 5.6836 -1.7527 1.5860
C7 -0.9662 6.1952 1.2497
O8 -2.1178 5.4087 1.5622
C8 -2.2233 4.2958 0.8699
O9 -1.3830 3.8671 0.1181
O10 -3.3612 3.6995 1.2033
C9 -3.6077 2.4449 0.6264
H14 -1.0308 7.1233 1.8028
H15 -0.8541 6.3197 0.1750
H16 -0.0607 5.6701 1.5624
H17 -2.7254 1.8163 0.4651
H18 -4.0902 2.5527 -0.3447
H19 -4.1977 1.8147 1.2869
C10 -1.5579 -4.4681 3.7563
O11 -1.4863 -3.0360 3.9443
C11 -2.2942 -2.2929 3.2065
O12 -3.1500 -2.7008 2.4617
O13 -2.0099 -1.0092 3.4386
C12 -2.6253 -0.0607 2.5743
H20 -0.7714 -4.9304 4.3434
H21 -1.4066 -4.7216 2.7116
H22 -2.5336 -4.7316 4.1581
H23 -3.7045 -0.0242 2.4903
H24 -2.1153 -0.0964 1.6053
H25 -2.2303 0.8946 2.9350
C13 1.9203 -5.0635 -0.4775
O14 0.5285 -4.8884 -0.4062
C14 -0.0439 -3.7440 -0.6390
O15 0.5684 -2.7450 -0.9445
O16 -1.3261 -3.8391 -0.5236
C15 -2.1484 -2.7728 -0.9555
H26 2.1579 -6.0169 -0.0083
H27 2.4381 -4.2888 0.0911
H28 2.3597 -5.1395 -1.4731
H29 -2.0430 -2.5425 -2.0151
H30 -1.9496 -1.8523 -0.3951
H31 -3.1714 -3.0001 -0.6587
C16 1.2130 -0.5738 -5.5502
O17 0.3977 0.5238 -5.1580
C17 -0.1016 0.5021 -3.9177
O18 0.2286 -0.2523 -3.0360
O19 -0.9687 1.4712 -3.8569
C18 -1.6900 1.6753 -2.6334
H32 1.2873 -0.6084 -6.6324
H33 0.7339 -1.5065 -5.2452
H34 2.2066 -0.5097 -5.1065
H35 -0.9482 1.9630 -1.8890
H36 -2.3116 0.8515 -2.2987
H37 -2.2986 2.5670 -2.7637

| no. | DFT total energy (eV) | molecular weight (g/mol) |
| --- | --- | --- |
| 1 | -39763.5762 | 362.6 |
| 2 | -56091.6682 | 540.5 |
| 3 | -57796.7379 | 405.4 |
| 4 | -111156.5936 | 604.2 |
| 5 | -80440.0523 | 561.5 |
| 6 | -106580.8321 | 622.9 |